18
Properties=species:S:1:pos:R:3 method="wB97M-V/def2-TZVPD" orbital_gap_ev=10.3704 e_lumo_ev=0.81 homo_energy_ev=-9.6 charge=0 smiles=CCO.CCO
C -12.8900 24.9073 2.6256
C -13.4748 24.7418 4.0037
O -13.4073 25.8417 4.7820
H -13.1245 25.7911 2.0323
H -13.1327 24.0128 2.0518
H -11.8164 25.0953 2.6419
H -12.9378 23.9701 4.5554
H -14.5235 24.4721 3.8790
H -13.5937 25.6598 5.7060
C -17.6322 25.8305 3.7985
C -16.2647 26.0297 3.1645
O -15.5809 27.1497 3.7845
H -17.4415 25.6960 4.8632
H -18.1478 24.9881 3.3373
H -18.3009 26.6782 3.6486
H -16.2916 26.2500 2.0974
H -15.7350 25.0869 3.3014
H -14.6372 27.0061 3.6824


18
Properties=species:S:1:pos:R:3 method="wB97M-V/def2-TZVPD" orbital_gap_ev=10.1823 e_lumo_ev=0.86 homo_energy_ev=-9.3 charge=0 smiles="C/C=C/C.O.O"
C 1.4311 1.4742 0.5348
C 1.2705 -0.0084 0.6794
C 0.0883 -0.5730 0.8283
C -0.1477 -2.0385 1.0304
H 0.9008 2.0039 1.3295
H 2.4307 1.9045 0.5562
H 0.9926 1.8703 -0.3863
H 2.1444 -0.6495 0.6754
H -0.8395 -0.0178 0.8918
H -0.6017 -2.1658 2.0136
H -0.9219 -2.3723 0.3484
H 0.7231 -2.6875 0.9333
H 0.7288 -0.1664 -2.0485
H -0.7108 -0.4619 -1.5934
O -0.1844 -0.1567 -2.3443
H -2.1963 1.9212 -0.6711
H -2.5528 1.0634 -1.8708
O -2.5552 1.0603 -0.9068


18
Properties=species:S:1:pos:R:3 method="wB97M-V/def2-TZVPD" orbital_gap_ev=10.2813 e_lumo_ev=0.56 homo_energy_ev=-9.7 charge=0 smiles="C=CCC.O.O"
C -0.0260 -0.4421 1.8264
C 0.0360 -1.5435 0.7457
C -0.3437 -1.0512 -0.6174
C -1.5251 -1.2518 -1.1694
H -0.6919 -0.7298 2.6446
H 0.9656 -0.2622 2.2483
H -0.4894 0.4803 1.4848
H -0.7029 -2.2884 1.0529
H 0.9789 -2.0906 0.7901
H 0.2831 -0.2603 -1.0055
H -1.8176 -0.8281 -2.1229
H -2.3607 -1.8902 -0.8881
H 1.3686 2.1925 -1.7172
H 0.5197 1.3479 -2.6845
O 1.3902 1.7358 -2.5672
H 0.2475 2.8454 0.6571
H 1.3284 1.8504 1.0455
O 0.8393 2.1859 0.2769


18
Properties=species:S:1:pos:R:3 method="wB97M-V/def2-TZVPD" orbital_gap_ev=10.7509 e_lumo_ev=0.74 homo_energy_ev=-10.0 charge=0 smiles=CC[C@H](C)O.O
O 2.6248 -0.9240 -1.1075
C 0.0000 0.0000 0.0000
C 1.2043 0.1153 -2.6624
C 1.1887 0.8457 -0.2046
C 2.0176 0.2995 -1.3845
H 3.5601 -0.6995 -0.9198
H 0.1529 -1.0853 -0.1239
H -0.8176 0.3187 -0.6683
H -0.3013 0.1960 1.0428
H 1.9642 -0.0883 -3.4355
H 0.6625 1.0364 -2.9356
H 0.4872 -0.7226 -2.6447
H 0.9441 1.8930 -0.4667
H 1.9434 0.8688 0.6050
H 2.8474 0.9966 -1.6196
O -1.1572 -2.5456 4.5886
H -1.9650 -2.7908 4.0829
H -1.0492 -1.5804 4.4308


18
Properties=species:S:1:pos:R:3 method="wB97M-V/def2-TZVPD" orbital_gap_ev=10.9326 e_lumo_ev=0.57 homo_energy_ev=-10.4 charge=0 smiles=CC[C@H](C)O.O
O 1.3894 0.7456 -0.9355
C -1.1119 -0.5530 -0.3129
C -0.1477 2.2773 -1.0587
C -0.5224 0.4964 0.6323
C 0.4937 1.4036 -0.0354
H 1.7564 -0.0944 -0.5888
H -0.2164 -0.9224 -0.8403
H -1.8118 -0.1369 -1.0570
H -1.5996 -1.4044 0.1911
H -0.7085 1.7525 -1.8504
H 0.6841 2.8316 -1.5251
H -0.8222 3.0005 -0.5702
H -1.2967 1.1193 1.1202
H 0.0151 -0.0560 1.4269
H 1.0628 2.0665 0.6476
O 0.8542 -4.0570 1.9578
H 1.7418 -4.2837 1.5984
H 0.2397 -4.1854 1.2001


20
Properties=species:S:1:pos:R:3 method="wB97M-V/def2-TZVPD" orbital_gap_ev=7.7512 e_lumo_ev=0.01 homo_energy_ev=-7.7 charge=0
C 0.7179 -0.0645 1.8060
C 0.1576 -1.8668 -0.9108
C 2.6205 0.5153 -0.7218
C -2.7495 2.1659 0.1586
O -2.3899 2.0329 -2.3467
O -0.3969 1.5034 -0.8333
Si 0.9864 -0.2924 -0.0589
S -1.5863 2.5111 -1.2524
H 0.5977 -1.0157 2.2882
H 1.4826 0.4241 2.4250
H -0.2298 0.4429 1.7771
H -0.9130 -1.9614 -0.7588
H 0.1385 -1.5082 -1.9771
H 0.7941 -2.7028 -0.7041
H 2.0977 1.4838 -1.1897
H 3.4647 1.0328 -0.2465
H 3.0083 -0.1789 -1.5131
H -3.6820 2.6795 -0.0034
H -2.8207 1.0842 0.0763
H -2.2089 2.3106 1.1358


19
Properties=species:S:1:pos:R:3 method="wB97M-V/def2-TZVPD" orbital_gap_ev="2.7648 / 9.6430" e_lumo_ev="3.62 / 3.56" homo_energy_ev="0.9 / -6.1" spin_multiplicity=2 s2=0.75 charge=-1
C 2.5591 0.8255 -0.5252
C -1.1752 1.3714 -0.5295
O -2.2311 0.3549 -0.3692
C 0.0553 0.5678 -0.5073
C 1.1943 1.2494 -0.5335
H 3.2720 1.4918 -1.0141
H 2.9729 0.7022 0.4530
H 2.5644 -0.1928 -1.0034
H -1.3590 1.9052 -1.4415
H -1.4155 2.0782 0.3343
H -2.3733 -0.1301 0.4951
H -0.0571 -0.5619 -0.4576
H 1.1111 2.3904 -0.5423
H 0.4206 -4.2898 -1.1304
H 0.2784 -2.8263 -1.7201
O -0.1790 -3.6776 -1.6697
H -1.8621 -1.0282 2.8554
H -1.5648 0.0148 4.0079
O -2.2109 -0.2450 3.2981


19
Properties=species:S:1:pos:R:3 method="wB97M-V/def2-TZVPD" orbital_gap_ev=9.1002 e_lumo_ev=0.54 homo_energy_ev=-8.6 charge=0 smiles="C/C=C(/C)O.O.O"
C 0.5238 -2.5912 -0.7593
C -0.4736 -1.9132 0.1288
C -0.5478 -0.7019 0.6552
O 0.2302 0.2393 -0.0920
C -1.2946 -0.2012 1.8277
H -0.0432 -2.8307 -1.6652
H 0.7650 -3.5414 -0.2888
H 1.4290 -2.0257 -0.8922
H -1.2215 -2.5727 0.5768
H -0.2352 1.0825 -0.1035
H -2.1682 0.4057 1.5439
H -0.7138 0.5678 2.3463
H -1.8401 -0.9353 2.4050
H 2.3353 2.1495 0.0166
H 1.4756 1.3301 1.0893
O 1.9828 2.1301 0.9039
H -0.7323 1.4996 -2.9834
H 0.1317 2.1939 -1.9232
O -0.7713 2.0498 -2.1965


19
Properties=species:S:1:pos:R:3 method="wB97M-V/def2-TZVPD" orbital_gap_ev=10.9542 e_lumo_ev=0.68 homo_energy_ev=-10.3 charge=0 smiles=C[C@H](O)CCO.O
C 1.5731 -0.8753 0.5609
O 1.3099 -1.2566 1.8756
C 0.5774 0.3111 0.3251
C 0.3228 0.6398 -1.1079
C -0.9509 1.4943 -1.5318
O 0.2557 -0.6317 -1.9003
H 1.4503 -1.7215 -0.1234
H 2.5434 -0.3511 0.4325
H 1.8025 -1.9486 2.3136
H 0.8901 1.3089 0.7430
H -0.3262 0.0794 0.8930
H 1.1954 0.9593 -1.7073
H -0.7525 2.2294 -2.2992
H -1.4454 1.9298 -0.6632
H -1.6512 0.7613 -1.9241
H -0.4817 -1.1783 -1.6048
H -1.4246 -0.6952 2.3348
H -2.5328 -0.5392 1.2220
O -2.3554 -0.5158 2.1615


19
Properties=species:S:1:pos:R:3 method="wB97M-V/def2-TZVPD" orbital_gap_ev=9.6691 e_lumo_ev=0.33 homo_energy_ev=-9.3 charge=0 smiles="C/C=C/CO.O.O"
C -2.2027 -1.0687 1.0092
C 0.8571 1.2902 0.2230
O 1.3531 1.6546 1.5138
C -0.0681 0.0918 0.3428
C -1.3442 0.1308 0.7620
H -2.6299 -1.3761 0.0761
H -1.5860 -1.8927 1.4068
H -2.9805 -0.9138 1.7669
H 0.3167 2.1620 -0.0349
H 1.7593 0.8380 -0.3382
H 1.4913 0.8321 2.0105
H 0.3120 -0.8375 -0.1460
H -1.7943 1.0677 1.0460
H 1.1301 1.2654 -2.1678
H 2.4202 2.1128 -2.0288
O 1.5820 2.0451 -2.4869
H 0.4953 -2.7071 -1.7377
H 0.8199 -2.3203 -0.3007
O 0.0686 -2.3744 -0.9161


19
Properties=species:S:1:pos:R:3 method="wB97M-V/def2-TZVPD" orbital_gap_ev=10.8422 e_lumo_ev=0.55 homo_energy_ev=-10.3 charge=0 smiles=OCCCCO.O
C 0.4815 -1.2750 -1.1235
O 1.5865 -1.9564 -1.6678
C 0.5944 -1.1449 0.3960
C -0.2354 -0.0176 1.0285
C -1.5480 0.3475 0.3318
O -2.4029 -0.7862 0.2801
H -0.4232 -1.8489 -1.3347
H 0.3650 -0.2729 -1.5416
H 1.4203 -2.8663 -1.8126
H 0.3914 -2.1431 0.7936
H 1.6209 -0.9867 0.7376
H -0.5634 -0.3480 2.0134
H 0.3735 0.8821 1.1012
H -2.0675 1.1518 0.8561
H -1.3963 0.7328 -0.6814
H -2.5055 -1.1189 -0.6247
H 1.4372 3.1484 0.7100
H 1.2193 4.4092 -0.1329
O 1.6520 4.0929 0.6708


19
Properties=species:S:1:pos:R:3 method="wB97M-V/def2-TZVPD" orbital_gap_ev="12.5204 / 5.8383" e_lumo_ev="-2.86 / -9.49" homo_energy_ev="-15.4 / -15.3" spin_multiplicity=2 s2=0.75 charge=+1
C 1.1493 0.8221 0.9544
O 2.4452 0.3977 0.8954
C 0.4753 0.7904 -0.4296
C -1.0296 0.5523 -0.3013
C -1.6452 0.4367 -1.6752
O -1.1732 -0.6608 0.4350
H 0.6189 0.2913 1.7290
H 1.2179 1.8915 1.2438
H 2.5407 -0.4530 1.3985
H 0.6542 1.6781 -1.0300
H 0.8933 -0.0304 -1.0234
H -1.5078 1.3178 0.3001
H -2.6730 0.0853 -1.5234
H -1.6992 1.3068 -2.3195
H -1.1993 -0.3999 -2.2052
H -1.8464 -1.2133 0.0190
H 0.5105 -1.6634 0.8800
H 0.9810 -3.0239 1.4080
O 1.2875 -2.1253 1.2442